# 1
ORCA calculation (ωB97M-V with the def2-TZVPD basis set) on an isolated molecule of C4H5N3O in a non-equilibrium geometry.

Geometry as ORCA input:
```
! wB97M-V def2-TZVPD RIJCOSX def2/J DEFGRID3
* xyz 0 1
N -0.14 0.22 0.26
C 0.16 -1.06 0.08
H 1.91 2.61 0.38
C 1.14 0.80 0.05
O 1.05 2.26 -0.06
C 1.45 -1.27 -0.06
H 2.20 -2.08 -0.22
C -2.41 0.13 -0.19
H -2.02 -1.04 0.20
H -3.40 0.53 -0.52
H -0.67 -1.93 0.35
N -1.34 0.89 -0.02
N 2.07 -0.05 -0.25
*
```

SMILES: C=Nn1ccnc1O
Gap between HOMO and LUMO: 9.347 eV
HOMO energy: -8.9 eV
ΔE to the lowest compared entry with this formula, charge and spin: 116.02 kcal per mole

***

# 2
ORCA calculation (ωB97M-V with the def2-TZVPD basis set) on an isolated molecule of C4H5N3O in a non-equilibrium geometry.

Geometry as ORCA input:
```
! wB97M-V def2-TZVPD RIJCOSX def2/J DEFGRID3
* xyz 0 1
H -2.60 -2.00 0.12
H -1.08 2.09 -0.10
O -0.82 -1.78 1.49
N 0.90 2.11 -0.70
C -1.50 -1.65 0.28
H 2.74 1.26 -1.23
C -1.27 -0.55 1.25
C 1.81 1.17 -0.72
C -0.15 1.57 -0.12
H -0.98 -1.84 -0.60
H 1.68 -0.79 0.07
N -0.01 0.33 0.30
N 1.28 0.07 -0.05
*
```

Gap between HOMO and LUMO: 8.794 eV
HOMO energy: -8.2 eV
ΔE to the lowest compared entry with this formula, charge and spin: 136.01 kcal per mole

***

# 3
ORCA calculation (ωB97M-V with the def2-TZVPD basis set) on an isolated molecule of C4H5N3O in a non-equilibrium geometry.

Geometry as ORCA input:
```
! wB97M-V def2-TZVPD RIJCOSX def2/J DEFGRID3
* xyz 0 1
N 2.31 -0.56 -0.12
C -0.15 -1.04 0.52
C 1.13 -0.26 0.11
H -0.66 -0.20 -1.41
C -1.49 0.84 0.09
N 0.74 1.13 -0.16
H 1.37 1.85 0.01
H 2.31 -1.61 -0.18
H -2.49 1.24 -0.02
C -1.11 -0.46 -0.43
O -1.15 -1.83 -0.11
H -0.41 -0.67 1.56
N -0.40 1.58 0.13
*
```

SMILES: [H]/N=C1/NN=C[C@@H]2O[C@@H]12
Gap between HOMO and LUMO: 9.989 eV
HOMO energy: -9.1 eV
ΔE to the lowest compared entry with this formula, charge and spin: 148.43 kcal per mole

***

# 4
ORCA calculation (ωB97M-V with the def2-TZVPD basis set) on an isolated molecule of C4H5N3O in a non-equilibrium geometry.

Geometry as ORCA input:
```
! wB97M-V def2-TZVPD RIJCOSX def2/J DEFGRID3
* xyz 0 1
C 0.99 -1.23 0.92
H 2.74 -0.50 -0.05
C 0.82 0.66 -0.42
H -3.45 1.46 -0.81
O 1.02 1.65 -1.22
N -2.46 1.47 -0.52
C 1.64 -0.34 0.04
N -0.35 -1.07 0.94
N -2.00 0.34 -0.04
H -1.12 -1.65 1.25
C -0.79 -0.07 0.16
H 1.67 1.29 -1.83
H 1.30 -2.01 1.57
*
```

SMILES: [H]/N=N/c1[nH]ccc1O
Gap between HOMO and LUMO (spin up / spin down): 7.440 / 7.244 eV
HOMO energy (spin up / spin down): -7.4 / -7.1 eV
ΔE to the lowest compared entry with this formula, charge and spin: 131.19 kcal per mole

***

# 5
ORCA calculation (ωB97M-V with the def2-TZVPD basis set) on an isolated molecule of C4H5N3O in a non-equilibrium geometry.

Geometry as ORCA input:
```
! wB97M-V def2-TZVPD RIJCOSX def2/J DEFGRID3
* xyz 0 1
H 2.48 -0.70 -2.12
O 0.57 -0.09 0.27
H 2.09 -1.64 0.02
H 1.28 0.48 -2.05
C -1.86 0.55 0.76
H -2.77 0.96 1.11
N 0.19 -0.48 1.61
N -1.12 1.03 -1.58
N 1.78 -0.27 -1.59
C -1.44 0.82 -0.52
C 1.44 -0.77 -0.34
C -1.02 0.14 1.75
H -1.61 -0.03 2.66
*
```

Gap between HOMO and LUMO: 7.381 eV
HOMO energy: -7.4 eV
ΔE to the lowest compared entry with this formula, charge and spin: 117.03 kcal per mole

***

# 6
ORCA calculation (ωB97M-V with the def2-TZVPD basis set) on a structure of composition C4H5N3O in a non-equilibrium geometry.

Geometry as ORCA input:
```
! wB97M-V def2-TZVPD RIJCOSX def2/J DEFGRID3
* xyz 0 1
N -0.10 0.34 0.00
H -2.14 -1.93 0.57
H -1.05 2.07 -0.31
C 1.08 0.89 0.14
C -1.22 1.06 -0.25
C -1.85 -0.94 0.16
H -3.44 0.44 -0.21
N 2.18 0.47 0.12
C -2.40 0.18 -0.09
H 1.42 -1.31 -0.09
H 0.94 2.04 0.94
O 2.40 -0.86 -0.24
N -0.44 -1.03 0.06
*
```

Gap between HOMO and LUMO: 9.861 eV
HOMO energy: -9.6 eV
ΔE to the lowest compared entry with this formula, charge and spin: 157.12 kcal per mole

***

# 7
ORCA calculation (ωB97M-V with the def2-TZVPD basis set) on an isolated molecule of C4H5N3O2 in a non-equilibrium geometry.

Geometry as ORCA input:
```
! wB97M-V def2-TZVPD RIJCOSX def2/J DEFGRID3
* xyz 0 1
N -2.30 -1.23 -0.02
C 2.40 -0.68 0.03
H 3.15 0.01 0.23
N 1.19 2.23 -0.12
H -1.64 1.61 0.43
H -3.14 -0.67 0.02
C 0.47 1.09 -0.01
C -1.18 -0.52 -0.02
H -2.30 -2.30 -0.02
O 0.03 -1.16 -0.21
O 2.59 -1.91 -0.08
N 1.08 -0.27 0.16
H 0.54 2.97 -0.37
C -0.89 0.82 -0.02
*
```

SMILES: [H]/N=c1\cc(N)on1C=O
Gap between HOMO and LUMO: 8.889 eV
HOMO energy: -8.5 eV
ΔE to the lowest compared entry with this formula, charge and spin: 110.44 kcal per mole

***

# 8
ORCA calculation (ωB97M-V with the def2-TZVPD basis set) on an isolated molecule of C4H5N3O2 in a non-equilibrium geometry.

Geometry as ORCA input:
```
! wB97M-V def2-TZVPD RIJCOSX def2/J DEFGRID3
* xyz 0 1
C -1.70 0.06 -1.26
H 3.04 -0.20 0.17
H 1.94 -1.59 0.77
N -2.48 -0.45 -1.92
O -2.14 2.10 1.24
C 2.33 -0.92 -0.14
H 0.11 -0.80 0.89
H -0.48 1.68 -0.62
C 0.19 -0.05 0.16
H 2.72 -1.61 -0.91
N 1.25 -0.01 -0.51
C -0.94 0.82 -0.30
O -2.04 -0.04 1.50
N -1.80 1.00 0.93
*
```

SMILES: C/N=C/[C@@H](C#N)[N+](=O)[O-]
Gap between HOMO and LUMO: 10.392 eV
HOMO energy: -10.7 eV
ΔE to the lowest compared entry with this formula, charge and spin: 149.51 kcal per mole

***

# 9
ORCA calculation (ωB97M-V with the def2-TZVPD basis set) on an isolated molecule of C4H5N3S in a non-equilibrium geometry.

Geometry as ORCA input:
```
! wB97M-V def2-TZVPD RIJCOSX def2/J DEFGRID3
* xyz 0 1
N 0.78 -1.69 0.73
H -1.82 0.75 -1.70
H 1.48 2.63 1.38
N 0.13 1.62 -0.01
C 0.46 -0.49 0.86
H -2.13 -0.45 -0.60
N 1.05 0.48 1.87
H 1.36 -1.84 1.69
C -0.29 0.38 -0.10
C -1.31 -0.07 -1.14
H -0.15 -1.85 -1.64
C 1.07 1.58 1.13
S -0.63 -1.04 -2.48
*
```

SMILES: [H]/N=C1\N=CN=C1CS
Gap between HOMO and LUMO: 8.385 eV
HOMO energy: -9.5 eV
ΔE to the lowest compared entry with this formula, charge and spin: 62.31 kcal per mole

***

# 10
ORCA calculation (ωB97M-V with the def2-TZVPD basis set) on an isolated molecule of C4H5N3S in a non-equilibrium geometry.

Geometry as ORCA input:
```
! wB97M-V def2-TZVPD RIJCOSX def2/J DEFGRID3
* xyz 0 1
H -0.15 2.61 -0.89
N 1.09 1.18 -0.15
C 0.95 0.01 0.14
H -2.15 0.93 0.40
N 3.18 -1.32 -0.27
C 2.17 -0.72 0.08
N -0.17 1.86 -0.13
H -0.33 -2.92 0.20
C -0.40 -0.37 0.50
H -1.41 0.38 -1.08
C -1.16 0.79 -0.14
H -0.50 -0.51 1.59
S -1.09 -1.91 -0.25
*
```

SMILES: N#CC1=NNC[C@H]1S
Gap between HOMO and LUMO: 9.924 eV
HOMO energy: -9.6 eV
ΔE to the lowest compared entry with this formula, charge and spin: 69.22 kcal per mole

***

# 11
ORCA calculation (ωB97M-V with the def2-TZVPD basis set) on an isolated molecule of C4H5N3S in a non-equilibrium geometry.

Geometry as ORCA input:
```
! wB97M-V def2-TZVPD RIJCOSX def2/J DEFGRID3
* xyz 0 1
H 1.15 -1.90 -0.23
S -3.13 -0.94 -0.11
H -1.24 -2.46 -0.28
H 2.80 -0.21 -0.03
N 1.60 1.44 0.17
C -0.46 -0.48 -0.05
C -1.54 -1.37 -0.16
C 0.85 -0.85 -0.11
N -0.69 0.91 0.12
H 0.14 2.82 0.33
N 1.83 0.06 0.00
C 0.36 1.75 0.22
H -1.67 1.24 0.15
*
```

SMILES: S=CC1=CNN=CN1
Gap between HOMO and LUMO: 6.865 eV
HOMO energy: -7.2 eV
ΔE to the lowest compared entry with this formula, charge and spin: 46.76 kcal per mole

***

# 12
ORCA calculation (ωB97M-V with the def2-TZVPD basis set) on an isolated molecule of C4H5N3S in a non-equilibrium geometry.

Geometry as ORCA input:
```
! wB97M-V def2-TZVPD RIJCOSX def2/J DEFGRID3
* xyz 0 1
H -1.38 -1.79 -1.66
N 0.02 -1.23 0.09
H -1.61 2.30 0.96
C -1.38 1.34 0.51
N -2.22 -0.53 -0.36
H 2.58 0.57 -0.50
C 2.13 -0.18 0.29
H 2.34 -1.29 0.15
N -2.24 0.37 0.56
S 0.01 1.45 -0.75
C 0.74 -0.09 -0.12
H 2.23 0.28 1.48
C -1.21 -1.19 -0.64
*
```

SMILES: CC1=NC=NN=CS1
Gap between HOMO and LUMO: 9.486 eV
HOMO energy: -9.3 eV
ΔE to the lowest compared entry with this formula, charge and spin: 99.79 kcal per mole